No. 1
An isolated molecule of C24H37FN2O2. Source: the OMol25 dataset; level of theory: ωB97M-V with the def2-TZVPD basis set.

Calculated values
Electronic energy   -35283.4775 eV
Energy above the lowest of the compared OMol25 structures with the same formula, charge and spin   0.152 eV
HOMO-LUMO gap   9.773 eV
Charge   0
M   404.6 g mol⁻¹
LUMO   0.661 eV

Structure (XYZ):
```
66
Properties=species:S:1:pos:R:3:nbo_charge:R:1
C -1.979 -0.346 -5.191 -0.627
C -1.432 -0.929 -3.920 -0.129
C -1.835 -0.498 -2.662 -0.131
C -1.339 -1.076 -1.498 -0.162
C -1.874 -0.707 -0.144 0.668
O -2.222 -1.581 0.633 -0.612
N -2.009 0.620 0.157 -0.446
C -2.611 0.920 1.446 -0.413
C -1.127 1.648 -0.386 -0.204
C 0.090 1.916 0.498 -0.407
C 0.880 0.650 0.798 -0.409
C 2.154 0.909 1.592 -0.396
C 2.931 -0.380 1.904 -0.413
C 4.334 -0.399 1.309 -0.211
N 4.322 -0.278 -0.141 -0.630
C 4.057 -1.344 -0.941 0.680
O 3.753 -2.430 -0.474 -0.634
C 4.121 -1.111 -2.440 -0.490
C 3.018 -0.244 -3.068 -0.207
C 2.881 1.157 -2.467 -0.420
C 1.744 1.935 -3.121 -0.387
C 1.944 2.046 -4.626 -0.401
C 2.104 0.662 -5.239 -0.387
C 3.234 -0.142 -4.592 -0.199
C 3.356 -1.500 -5.279 -0.613
C -0.406 -2.102 -1.581 -0.157
C 0.034 -2.539 -2.821 -0.303
C -0.497 -1.953 -3.951 0.457
F -0.088 -2.395 -5.163 -0.339
H -1.181 0.045 -5.824 0.226
H -2.506 -1.103 -5.773 0.229
H -2.673 0.464 -4.970 0.217
H -2.577 0.289 -2.592 0.212
H -3.486 0.293 1.592 0.232
H -1.924 0.732 2.276 0.193
H -2.904 1.970 1.457 0.196
H -0.789 1.330 -1.366 0.215
H -1.710 2.563 -0.521 0.197
H 0.728 2.642 -0.017 0.206
H -0.218 2.388 1.436 0.200
H 0.254 -0.055 1.356 0.209
H 1.139 0.142 -0.140 0.203
H 2.786 1.597 1.019 0.187
H 1.900 1.437 2.515 0.203
H 3.015 -0.533 2.981 0.210
H 2.394 -1.245 1.508 0.223
H 4.924 0.431 1.703 0.192
H 4.837 -1.331 1.572 0.217
H 4.663 0.565 -0.567 0.397
H 5.094 -0.666 -2.686 0.206
H 4.098 -2.107 -2.874 0.240
H 2.061 -0.762 -2.909 0.210
H 2.700 1.091 -1.393 0.218
H 3.824 1.706 -2.604 0.188
H 0.806 1.401 -2.932 0.192
H 1.647 2.923 -2.665 0.205
H 1.106 2.574 -5.088 0.207
H 2.843 2.640 -4.830 0.193
H 1.170 0.100 -5.118 0.191
H 2.287 0.737 -6.314 0.207
H 4.172 0.412 -4.748 0.187
H 2.504 -2.136 -5.030 0.210
H 3.363 -1.372 -6.363 0.211
H 4.269 -2.029 -5.009 0.208
H -0.034 -2.561 -0.675 0.241
H 0.767 -3.329 -2.918 0.240
```

***

No. 2
A cluster of 3 separate species, FH3OP2 in total at a distorted geometry. Source: the OMol25 dataset; level of theory: ωB97M-V with the def2-TZVPD basis set.

Calculated values
Electronic energy   -23389.7998 eV
Energy above the lowest of the compared OMol25 structures with the same formula, charge and spin   1.963 eV
HOMO-LUMO gap   8.016 eV
Charge   0
M   100.0 g mol⁻¹
LUMO   -0.700 eV

Structure (XYZ):
```
7
Properties=species:S:1:pos:R:3:nbo_charge:R:1
O 0.672 1.776 1.331 -1.020
F -1.951 -1.165 -0.120 -0.590
P -0.443 1.139 0.343 0.616
P -0.909 -0.801 1.089 0.481
H 1.303 1.453 1.948 0.517
H 0.561 -1.469 -1.966 -0.004
H 0.767 -0.934 -2.626 0.000
```

***

No. 3
A structure of composition C7H7N5O4Rh at a distorted geometry. Source: the OMol25 dataset; level of theory: ωB97M-V with the def2-TZVPD basis set.

Calculated values
Electronic energy   -25978.7475 eV
Multiplicity   5
Energy above the lowest of the compared OMol25 structures with the same formula, charge and spin   1.732 eV
HOMO-LUMO gap (spin up / spin down)   6.866 / 6.377 eV
Charge   +3
M   328.1 g mol⁻¹
LUMO (spin up / spin down)   -12.857 / -16.887 eV

Structure (XYZ):
```
24
Properties=species:S:1:pos:R:3:nbo_charge:R:1
Rh -0.651 -0.794 -0.112 0.705
O 0.345 -0.416 2.899 -0.306
C -0.056 -0.474 1.820 0.525
C -0.900 -0.751 -2.112 0.502
O -1.176 -0.732 -3.233 -0.276
C -1.726 0.923 -0.029 0.505
O -2.270 1.932 -0.146 -0.270
C 0.616 -2.335 -0.224 0.486
O 1.336 -3.231 -0.187 -0.243
C -2.018 -1.977 0.881 -0.464
H -1.503 -2.821 1.351 0.286
H -2.647 -1.362 1.537 0.292
C -2.300 -2.036 -0.509 -0.459
H -3.176 -1.490 -0.875 0.289
H -2.024 -2.954 -1.044 0.289
N 2.187 3.627 0.746 -0.141
N 2.048 2.326 0.297 0.176
N 2.700 1.867 -0.796 -0.111
C 2.012 0.748 -1.059 0.228
N 0.953 0.627 -0.246 -0.294
N 0.942 1.644 0.606 0.047
H 1.899 3.682 1.718 0.462
H 3.125 3.952 0.557 0.473
H 2.285 0.044 -1.842 0.301
```

***

No. 4
An isolated molecule of C4H10N2O2 at a distorted geometry. Source: the OMol25 dataset; level of theory: ωB97M-V with the def2-TZVPD basis set.

Calculated values
Electronic energy   -11383.0566 eV
Energy above the lowest of the compared OMol25 structures with the same formula, charge and spin   3.846 eV
HOMO-LUMO gap   9.428 eV
Charge   0
M   118.1 g mol⁻¹
LUMO   0.978 eV

Structure (XYZ):
```
18
Properties=species:S:1:pos:R:3:nbo_charge:R:1
C -1.564 -1.031 -0.456 -0.649
C -0.524 -0.264 0.402 -0.086
C 0.853 -0.950 0.229 -0.104
O 1.939 -0.409 0.986 -0.480
C 2.916 0.142 0.281 0.664
O 3.100 0.172 -0.906 -0.584
N -0.391 1.108 -0.167 -0.485
N -1.666 1.852 0.101 -0.672
H -2.694 -0.720 -0.247 0.241
H -1.654 -2.178 -0.230 0.209
H -1.382 -0.959 -1.541 0.209
H -0.926 -0.185 1.445 0.206
H 0.742 -1.986 0.325 0.194
H 1.055 -1.019 -0.772 0.203
H 3.556 0.547 0.942 0.106
H -0.292 1.094 -1.145 0.345
H -1.411 2.675 -0.342 0.343
H -1.657 2.111 1.092 0.340
```

***

No. 5
A structure of composition C16H13BrCl2IrO5Se3Te at a distorted geometry. Source: the OMol25 dataset; level of theory: ωB97M-V with the def2-TZVPD basis set.

Calculated values
Electronic energy   -328300.8759 eV
Energy above the lowest of the compared OMol25 structures with the same formula, charge and spin   3.395 eV
HOMO-LUMO gap (spin up / spin down)   5.538 / 5.540 eV
Charge   -1
M   992.8 g mol⁻¹
LUMO (spin up / spin down)   1.124 / 1.126 eV

Structure (XYZ):
```
42
Properties=species:S:1:pos:R:3:nbo_charge:R:1
Ir -0.463 -1.304 -0.288 0.906
Se -1.009 -3.860 0.459 -0.283
Se -0.975 -4.684 -1.659 -0.270
Te 0.025 -2.535 -2.721 0.659
Se 2.235 -3.199 -3.381 -0.668
Cl 1.024 1.641 6.395 -0.016
C 0.452 0.776 5.007 -0.111
C -0.673 -0.035 5.156 -0.186
C -1.162 -0.702 4.062 -0.133
Cl -2.575 -1.679 4.239 0.018
C -0.540 -0.659 2.783 0.494
O -1.075 -1.285 1.811 -0.730
C 0.650 0.143 2.687 -0.317
C 1.375 0.241 1.458 0.447
O 1.375 -0.578 0.515 -0.574
C 1.090 0.885 3.797 -0.143
H -1.158 -0.134 6.115 0.238
H 2.005 1.140 1.344 0.162
H 1.974 1.498 3.691 0.224
C -4.120 -0.732 0.184 -0.647
C -3.851 -1.784 -0.878 -0.064
O -2.603 -1.586 -1.519 -0.708
H -5.042 -0.961 0.711 0.211
H -4.203 0.260 -0.259 0.203
H -3.302 -0.722 0.900 0.238
H -4.644 -1.789 -1.639 0.164
H -3.799 -2.778 -0.421 0.208
H -2.553 -0.688 -1.892 0.515
Br 5.730 2.488 -3.803 0.017
C 3.972 2.140 -3.155 -0.067
C 3.628 0.850 -2.796 -0.239
C 2.333 0.608 -2.381 -0.180
C 1.392 1.629 -2.354 -0.099
C 1.774 2.925 -2.687 -0.178
C 3.073 3.190 -3.079 -0.267
C -0.032 1.339 -1.949 0.757
O -0.747 2.234 -1.519 -0.657
O -0.422 0.121 -2.106 -0.850
H 4.345 0.043 -2.844 0.236
H 2.060 -0.378 -2.043 0.241
H 1.049 3.725 -2.628 0.231
H 3.389 4.196 -3.318 0.219
```

***

No. 6
A cluster of 2 separate species, C4H9NO in total. Source: the OMol25 dataset; level of theory: ωB97M-V with the def2-TZVPD basis set.

Calculated values
Electronic energy   -7829.1856 eV
Energy above the lowest of the compared OMol25 structures with the same formula, charge and spin   3.134 eV
HOMO-LUMO gap   9.364 eV
Charge   0
M   87.1 g mol⁻¹
LUMO   0.999 eV

Structure (XYZ):
```
15
Properties=species:S:1:pos:R:3:nbo_charge:R:1
C -2.108 -1.952 -0.504 -0.494
C -0.850 -2.351 -0.321 -0.334
C 0.638 0.053 0.098 0.278
O -0.519 0.721 -0.021 -0.724
N 1.611 0.935 0.323 -0.619
C 1.472 2.379 0.436 -0.440
H -1.186 0.030 -0.193 0.511
H -2.499 -1.733 -1.495 0.199
H -2.800 -1.851 0.330 0.199
H -0.449 -2.571 0.664 0.204
H -0.150 -2.453 -1.145 0.204
H 2.528 0.537 0.445 0.397
H 2.463 2.836 0.429 0.203
H 0.892 2.764 -0.406 0.214
H 0.957 2.655 1.362 0.203
```